7 unconnected molecules or ions with the total composition C46H91BN3O18P2S2, computed with the ωB97M-V functional and the def2-TZVPD basis.

**Total energy**: -4829.9434 hartree
**Lowest unoccupied orbital energy**: 0.0700 Ha
**2S+1**: 1
**HOMO level**: -4.442 eV
**Kohn-Sham gap**: 0.2332 Eh
**Net charge**: -1

```
163
Properties=species:S:1:pos:R:3:forces:R:3:lowdin_charge:R:1
C 1.10353 4.92114 1.96680 -0.2 -0.1 0.0 -0.0586
C -0.29156 5.52279 1.86387 0.2 -0.2 0.1 -0.2442
O -1.24548 4.45496 2.01143 -0.1 0.1 0.0 -0.2369
P -2.63361 4.53093 1.21380 -0.5 0.4 -0.2 0.5143
O -3.10387 5.91869 1.01081 0.1 -0.2 0.1 -0.2785
C -2.41691 3.62228 -0.32195 0.2 0.3 -0.2 -0.2208
C -1.13871 2.77758 -0.45119 -0.1 -0.1 0.0 -0.2657
P -1.22248 0.95451 0.03847 0.1 0.0 0.2 0.7420
C -0.20343 1.05653 1.63148 0.2 0.0 -0.1 -0.1609
C 0.36937 0.49947 -0.98981 0.1 0.1 0.0 -0.2701
C 1.53430 1.50355 -0.98324 0.2 -0.4 0.0 -0.4833
S 1.62576 2.42465 -2.56834 -0.1 0.2 0.0 0.9840
C 2.26562 3.92414 -1.96470 -0.1 0.2 0.0 -0.6978
N 1.77805 5.12227 -2.06255 0.2 -0.4 0.0 0.0565
N 2.68011 5.97019 -1.42076 0.2 -0.3 0.0 0.0418
C 3.62019 5.21252 -0.97567 -0.2 0.3 0.0 -0.2243
O 3.45450 3.91334 -1.27695 -0.1 0.1 0.0 0.0261
B -2.90925 1.03473 1.08706 -0.3 -0.1 0.1 -0.6575
O -2.95628 0.85884 2.46856 0.4 0.2 -0.1 0.1040
O -4.13797 1.19964 0.45155 0.1 0.0 0.1 0.0901
O -2.20234 0.66266 -1.42559 0.3 -0.2 -0.1 -0.2522
C -2.73942 -0.59640 -1.63465 -0.3 0.5 -0.1 -0.3367
C -2.52183 -1.02256 -3.09629 -0.2 -0.1 -0.1 -0.1284
C -3.10300 -0.00198 -4.02250 0.1 0.0 -0.1 -0.2457
N -2.36840 0.73064 -4.74820 0.0 0.0 -0.1 0.0974
C -2.17330 -1.59909 -0.55155 0.9 0.0 -0.8 -0.4859
C -1.35231 -2.74629 -1.19283 -0.1 -0.4 0.1 -0.1434
C -0.71058 -3.75451 -0.22318 0.2 0.1 -0.1 -0.1720
C 0.58312 -3.32783 0.47855 0.2 -0.2 0.1 -0.1596
C 1.78298 -3.35068 -0.45883 -0.3 -0.1 0.8 -0.1521
O 3.02798 -3.34957 0.30079 0.3 -0.1 -0.7 -0.0262
C 3.69031 -2.17532 0.36836 0.0 -0.1 0.3 -0.5441
C 5.16041 -2.31791 0.08532 0.1 0.0 0.1 0.0218
O 3.16440 -1.13506 0.64133 -0.2 0.3 -0.2 0.1251
S -3.57264 -2.52825 0.33137 0.1 -0.2 0.5 0.7276
C -5.11704 -1.62215 0.38164 -0.2 0.1 0.3 -0.1189
O -3.85533 -3.73710 -0.43302 -0.1 0.1 -0.1 -0.3597
O -3.17478 -2.70436 1.71500 -0.1 0.0 -0.1 -0.3248
O -1.39948 -0.92532 0.31918 -0.5 0.0 0.3 -0.2289
O -3.60346 3.66260 2.15763 0.5 0.0 0.0 -0.2166
C -3.44360 3.74435 3.58810 -0.2 0.0 0.3 -0.2553
C -3.75607 5.12622 4.15267 0.2 -0.3 0.0 -0.0605
H 1.43464 4.55191 0.99475 0.0 0.0 0.0 0.0483
H 1.81536 5.66375 2.33084 0.0 0.0 -0.1 0.0740
H 1.08750 4.07269 2.65371 0.0 0.1 0.1 0.0809
H -0.42953 6.01616 0.90106 -0.1 0.1 0.1 0.1172
H -0.47078 6.24243 2.66529 0.0 0.0 -0.1 0.1039
H -3.32219 3.07300 -0.58428 0.1 0.0 0.1 0.0880
H -2.35647 4.46383 -1.02341 0.0 -0.1 0.0 0.0971
H -0.34381 3.27378 0.10629 0.1 -0.1 0.0 0.0541
H -0.85017 2.79669 -1.50148 -0.1 0.0 0.0 0.0600
H 0.86886 1.16960 1.45412 0.0 0.0 0.0 0.0317
H -0.33368 0.13764 2.20511 -0.1 0.1 0.0 0.0482
H -0.52904 1.91236 2.22988 -0.1 -0.1 0.0 0.0305
H 0.09918 0.27795 -2.02767 -0.1 0.0 0.1 0.0679
H 0.76161 -0.41590 -0.54524 -0.1 0.0 0.0 0.0539
H 1.48153 2.22163 -0.16949 -0.1 0.1 -0.1 0.0453
H 2.48521 0.98317 -0.87718 0.0 0.0 0.0 0.0578
H 4.47989 5.52392 -0.40369 0.0 -0.1 0.0 0.1319
H -3.49046 1.53732 2.89951 -0.2 -0.5 0.0 0.0499
H -4.84178 1.20131 1.11421 0.0 0.0 0.0 0.1043
H -3.82577 -0.47559 -1.54013 0.0 -0.3 0.1 0.1132
H -3.05001 -1.97191 -3.25256 0.1 0.0 0.0 0.1064
H -1.47225 -1.14967 -3.36135 0.0 0.1 0.1 0.1118
H -4.19692 0.07400 -4.06419 0.0 0.0 0.2 0.1165
H -2.94052 1.36560 -5.30395 0.0 0.0 0.0 0.0367
H -1.97966 -3.31227 -1.88211 0.0 0.0 0.0 0.0971
H -0.56652 -2.28774 -1.80022 -0.1 0.2 0.1 0.1152
H -1.42287 -4.09713 0.52577 0.0 0.1 0.0 0.0915
H -0.46042 -4.64130 -0.82314 -0.1 0.0 0.1 0.1097
H 0.80505 -4.07561 1.24981 0.0 0.0 0.0 0.1197
H 0.50389 -2.36846 0.98791 -0.1 0.1 -0.2 0.1101
H 1.79288 -2.52153 -1.16718 0.0 -0.1 0.0 0.1254
H 1.79416 -4.31514 -0.97140 0.1 0.2 -0.2 0.1161
H 5.29426 -2.80943 -0.87888 0.0 0.0 0.0 0.0665
H 5.61544 -1.33077 0.07585 0.0 0.0 0.0 0.0850
H 5.64047 -2.93822 0.84417 -0.1 0.0 0.0 0.0880
H -5.15739 -0.78569 -0.30403 0.0 -0.1 -0.1 0.0420
H -5.89556 -2.35669 0.18059 0.1 0.0 -0.1 0.0675
H -5.21105 -1.25232 1.40263 0.0 0.0 -0.1 0.0570
H -2.43268 3.43229 3.85552 0.0 0.0 -0.1 0.1196
H -4.12391 2.99381 3.99906 -0.1 0.1 -0.1 0.1119
H -4.47610 5.63844 3.51676 0.0 0.0 0.1 0.0806
H -4.15015 5.00687 5.16415 0.0 0.1 0.0 0.0766
H -2.83764 5.70641 4.22676 -0.1 0.2 -0.1 0.0540
C 3.19978 -6.29561 -4.54608 0.0 0.0 0.0 -0.1720
C 4.23859 -5.87203 -3.50915 0.0 0.0 0.0 -0.1654
C 4.33716 -4.37590 -3.77338 0.0 0.0 -0.1 -0.1965
O 3.05021 -3.95827 -4.23434 0.1 0.0 0.0 -0.1381
C 2.25277 -5.10212 -4.53492 -0.1 0.0 0.1 -0.2071
H 2.69541 -7.23124 -4.30540 0.0 0.0 0.0 0.1083
H 3.66699 -6.40127 -5.52831 0.0 0.0 0.0 0.1112
H 3.85550 -6.05130 -2.50172 0.0 0.0 0.0 0.1159
H 5.19546 -6.38364 -3.60191 0.0 0.0 0.0 0.0963
H 5.07063 -4.15389 -4.55650 0.1 0.0 0.1 0.1178
H 4.59703 -3.80730 -2.87998 0.0 0.1 0.0 0.0984
H 1.48587 -5.21396 -3.75984 0.0 0.0 0.0 0.1129
H 1.75161 -4.94282 -5.49067 0.0 0.0 0.0 0.1162
C -6.30561 -6.03887 -4.57830 0.0 0.0 0.0 -0.1773
C -5.31960 -5.91556 -3.41831 0.0 0.0 0.0 -0.1656
C -5.14192 -4.40699 -3.31865 0.0 0.0 -0.1 -0.1958
O -6.39097 -3.83461 -3.73801 0.0 0.0 0.0 -0.1409
C -7.20650 -4.83298 -4.33987 0.0 0.0 0.0 -0.2216
H -6.85679 -6.97914 -4.59208 0.0 0.0 0.0 0.1053
H -5.78037 -5.93606 -5.53082 0.0 0.0 0.0 0.1097
H -5.76406 -6.30319 -2.49904 0.0 0.0 0.0 0.1152
H -4.37815 -6.43682 -3.58659 0.0 0.0 0.0 0.1106
H -4.35339 -4.05953 -3.99710 0.0 0.0 0.0 0.1153
H -4.90769 -4.07406 -2.31121 0.0 0.0 0.0 0.0830
H -8.02639 -5.08648 -3.65671 0.0 0.0 0.0 0.1136
H -7.63820 -4.43245 -5.25949 0.0 0.0 0.0 0.1121
C -0.15644 7.64718 7.21768 0.0 0.0 0.0 -0.1701
C 0.48998 6.36180 7.73083 0.0 0.0 0.0 -0.1712
C -0.63506 5.35344 7.53060 0.0 0.0 0.0 -0.2036
O -1.37137 5.79944 6.39380 0.0 0.0 0.0 -0.1523
C -0.97926 7.12681 6.04566 0.0 0.0 0.0 -0.2091
H 0.56064 8.41097 6.91964 0.0 0.0 0.0 0.1099
H -0.81086 8.07141 7.98261 0.0 0.0 0.0 0.1113
H 1.34844 6.09904 7.10920 0.0 0.0 0.0 0.1132
H 0.82314 6.41969 8.76648 0.0 0.0 0.0 0.1079
H -1.30228 5.32695 8.39973 0.0 0.0 0.0 0.1157
H -0.27503 4.34148 7.34127 0.0 0.0 0.0 0.1186
H -0.38130 7.09258 5.12814 0.0 0.0 0.0 0.1109
H -1.87434 7.71842 5.84979 0.0 0.0 0.0 0.1194
C 6.91292 -10.60086 -2.95805 0.0 0.0 0.0 -0.1709
C 7.94015 -10.18122 -1.90832 0.0 0.0 0.0 -0.1715
C 8.05661 -8.68571 -2.17591 0.0 0.0 0.0 -0.2053
O 6.77717 -8.26516 -2.64765 0.0 0.0 0.0 -0.1537
C 5.97245 -9.40234 -2.95992 0.0 0.0 0.0 -0.2096
H 6.40220 -11.53397 -2.72442 0.0 0.0 0.0 0.1102
H 7.39326 -10.70826 -3.93300 0.0 0.0 0.0 0.1125
H 7.54618 -10.35743 -0.90530 0.0 0.0 0.0 0.1130
H 8.89453 -10.69879 -1.99591 0.0 0.0 0.0 0.1091
H 8.80651 -8.47902 -2.94738 0.0 0.0 0.0 0.1165
H 8.31003 -8.10899 -1.28567 0.0 0.0 0.0 0.1170
H 5.19446 -9.50812 -2.19628 0.0 0.0 0.0 0.1199
H 5.48821 -9.23715 -3.92350 0.0 0.0 0.0 0.1154
C 6.76313 8.63135 -3.58159 0.0 0.0 0.0 -0.1739
C 5.31390 9.06665 -3.37511 0.0 0.0 0.0 -0.1666
C 5.02947 8.53500 -1.97820 0.0 0.0 0.1 -0.1994
O 6.27773 8.57978 -1.27176 0.0 0.0 0.0 -0.1466
C 7.34246 8.82746 -2.18604 0.0 0.0 0.0 -0.2180
H 7.29158 9.20725 -4.34074 0.0 0.0 0.0 0.1072
H 6.80184 7.57695 -3.86329 0.0 0.0 0.0 0.1128
H 5.24280 10.15667 -3.38937 0.0 0.0 0.0 0.1110
H 4.62588 8.66948 -4.11963 0.0 0.0 0.0 0.1134
H 4.66602 7.50733 -2.00205 0.0 0.0 -0.1 0.0810
H 4.29382 9.12937 -1.43530 0.0 0.0 0.0 0.1200
H 7.70103 9.85475 -2.04969 0.0 0.0 0.0 0.1134
H 8.16441 8.14473 -1.96370 0.0 0.0 0.0 0.1131
C -6.27416 -1.55262 5.56386 0.0 0.0 0.0 -0.1737
C -4.81160 -1.96869 5.70425 0.0 0.0 0.0 -0.1652
C -4.12695 -1.03779 4.71319 0.0 0.0 -0.1 -0.1860
O -4.90943 0.17272 4.70823 0.0 0.0 0.0 -0.1566
C -6.14368 -0.04508 5.38103 0.0 0.0 0.0 -0.2180
H -6.89373 -1.81941 6.42021 0.0 0.0 0.0 0.1051
H -6.70966 -2.00705 4.67112 0.0 0.0 0.0 0.1113
H -4.46323 -1.77235 6.72165 0.0 0.0 0.0 0.1094
H -4.63037 -3.01819 5.47657 0.0 0.0 0.0 0.1123
H -4.11415 -1.45930 3.70603 0.1 0.0 0.0 0.0937
H -3.10107 -0.79273 4.98350 0.0 0.1 0.0 0.1245
H -6.12245 0.46678 6.35147 0.0 0.0 0.0 0.1134
H -6.95201 0.38470 4.78540 0.0 0.0 0.0 0.1133
```
Forces are in eV/Å.